Version one
Molecular formula: C4H14N2O
Method: DFT, the ωB97M-V functional and the def2-TZVPD basis

Structure (ORCA input):
```
! wB97M-V def2-TZVPD RIJCOSX def2/J DEFGRID3
* xyz -1 2
N -0.260 -1.819 -0.319
C 0.522 -0.690 -0.894
C 1.907 -1.041 -1.341
C 0.490 0.508 0.007
N -0.845 0.917 0.404
C -1.429 1.953 -0.449
H 0.221 -2.702 -0.464
H -0.296 -1.664 0.685
H -0.112 -0.392 -1.743
H 1.931 -2.021 -1.822
H 2.606 -1.058 -0.491
H 2.417 -0.328 -2.004
H 1.080 1.325 -0.403
H 1.020 0.227 0.928
H -1.549 0.200 0.377
H -0.839 2.870 -0.465
H -1.690 1.620 -1.455
H -2.404 2.238 -0.019
H -0.401 -0.209 3.696
H -1.120 0.385 2.553
O -1.247 -0.319 3.218
*
```

Results
⟨S²⟩ ... 0.750
HOMO level (spin up / spin down) ... 1.32 / -5.48 eV
LUMO (spin up / spin down) ... 0.1481 / 0.1484 hartree
HOMO-LUMO gap (spin up / spin down) ... 2.711 / 9.515 eV

natural (NBO) analysis output, partial charges in e:
1 N -0.865
2 C -0.128
3 C -0.776
4 C -0.588
5 N -0.666
6 C -0.493
7 H 0.348
8 H 0.360
9 H 0.151
10 H 0.191
11 H 0.202
12 H 0.205
13 H 0.195
14 H 0.155
15 H 0.366
16 H 0.189
17 H 0.157
18 H 0.177
19 H 0.394
20 H 0.478
21 O -1.052


Version two
Molecular formula: C4H14N2O
Method: DFT, the ωB97M-V functional and the def2-TZVPD basis

Structure (ORCA input):
```
! wB97M-V def2-TZVPD RIJCOSX def2/J DEFGRID3
* xyz -1 2
C 0.752 0.947 1.578
C 0.090 -0.424 1.596
C -0.370 -0.808 0.171
C -1.631 -0.080 -0.334
N -2.845 -0.936 -0.362
N 2.056 0.952 0.914
H 0.127 1.703 1.103
H 0.894 1.274 2.613
H 0.633 -1.265 2.009
H -0.836 -0.260 2.160
H -0.544 -1.886 0.165
H 0.398 -0.584 -0.553
H -1.933 0.698 0.365
H -1.449 0.346 -1.314
H -3.033 -1.166 0.607
H -2.608 -1.832 -0.786
H 2.736 1.550 1.346
H 2.069 0.776 -0.078
H 2.259 -0.213 -3.246
H 1.448 1.120 -3.279
O 1.502 0.251 -2.836
*
```

Results
⟨S²⟩ ... 0.751
HOMO level (spin up / spin down) ... 0.97 / -5.61 eV
LUMO (spin up / spin down) ... 0.1311 / 0.1289 hartree
HOMO-LUMO gap (spin up / spin down) ... 2.596 / 9.119 eV

natural (NBO) analysis output, partial charges in e:
1 C -0.220
2 C -0.398
3 C -0.453
4 C -0.241
5 N -0.828
6 N -0.924
7 H 0.168
8 H 0.172
9 H 0.203
10 H 0.172
11 H 0.184
12 H 0.237
13 H 0.169
14 H 0.206
15 H 0.330
16 H 0.340
17 H 0.363
18 H 0.396
19 H 0.327
20 H 0.320
21 O -1.523


Version three
Molecular formula: C4H14N2O
Method: DFT, the ωB97M-V functional and the def2-TZVPD basis

Structure (ORCA input):
```
! wB97M-V def2-TZVPD RIJCOSX def2/J DEFGRID3
* xyz -1 2
C 1.448 -0.537 -2.865
N 1.344 -0.070 -1.529
C 0.253 0.877 -1.228
C -0.926 0.073 -0.702
N -0.676 -0.260 0.692
C -1.808 -0.902 1.373
H 0.447 -0.736 -3.238
H 2.102 -1.405 -2.861
H 1.933 0.212 -3.504
H 2.217 0.259 -1.152
H 0.625 1.522 -0.439
H 0.020 1.371 -2.179
H -1.891 0.574 -0.826
H -0.996 -0.832 -1.323
H 0.052 -0.964 0.666
H -2.613 -1.219 0.692
H -1.432 -1.732 1.970
H -2.313 -0.215 2.041
H 0.404 0.690 5.090
H 0.786 2.104 4.778
O 1.025 1.188 4.545
*
```

Results
⟨S²⟩ ... 0.750
HOMO level (spin up / spin down) ... 1.42 / -5.52 eV
LUMO (spin up / spin down) ... 0.1226 / 0.1178 hartree
HOMO-LUMO gap (spin up / spin down) ... 1.913 / 8.729 eV

natural (NBO) analysis output, partial charges in e:
1 C -0.429
2 N -0.653
3 C -0.278
4 C -0.247
5 N -0.622
6 C -0.584
7 H 0.189
8 H 0.189
9 H 0.149
10 H 0.359
11 H 0.219
12 H 0.157
13 H 0.182
14 H 0.152
15 H 0.353
16 H 0.149
17 H 0.185
18 H 0.177
19 H 0.318
20 H 0.328
21 O -1.291


Bottom line: version two, by a margin of 0.0074 hartree.


Version one
Molecular formula: CH10N3O2
Method: DFT, the ωB97M-V functional and the def2-TZVPD basis

Structure (ORCA input):
```
! wB97M-V def2-TZVPD RIJCOSX def2/J DEFGRID3
* xyz 1 1
N -0.216 -0.170 0.409
C -0.421 0.631 1.443
N -1.533 0.528 2.178
N 0.477 1.543 1.809
H -0.692 -1.038 0.291
H 0.537 0.188 -0.163
H -1.556 0.946 3.102
H -2.306 -0.075 1.956
H 1.386 1.457 1.364
H 0.531 1.928 2.734
H -0.373 -2.055 -3.390
H -1.752 -1.517 -3.504
O -1.147 -1.814 -2.827
H 3.114 -0.363 -1.792
H 1.667 -0.149 -2.162
O 2.283 -0.041 -1.448
*
```

Results
HOMO level ... -14.75 eV
LUMO ... -0.1103 hartree
HOMO-LUMO gap ... 11.752 eV

natural (NBO) analysis output, partial charges in e:
1 N -0.751
2 C 0.678
3 N -0.756
4 N -0.761
5 H 0.445
6 H 0.439
7 H 0.420
8 H 0.430
9 H 0.422
10 H 0.428
11 H 0.472
12 H 0.478
13 O -0.949
14 H 0.496
15 H 0.477
16 O -0.967


Version two
Molecular formula: CH10N3O2
Method: DFT, the ωB97M-V functional and the def2-TZVPD basis

Structure (ORCA input):
```
! wB97M-V def2-TZVPD RIJCOSX def2/J DEFGRID3
* xyz 1 1
N 0.399 -1.502 1.024
C 1.171 -1.164 -0.034
N 0.668 -0.374 -1.002
N 2.394 -1.710 -0.164
H 0.049 -0.656 1.482
H 0.659 -2.214 1.686
H 0.726 -0.681 -1.955
H -0.086 0.152 -0.491
H 2.450 -2.596 0.315
H 2.972 -1.562 -0.975
H -1.447 1.683 0.378
H 0.026 2.141 0.625
O -0.542 1.374 0.589
H -3.942 2.272 -0.426
H -2.462 2.391 -0.901
O -3.035 2.446 -0.151
*
```

Results
HOMO level ... -15.06 eV
LUMO ... -0.1195 hartree
HOMO-LUMO gap ... 11.810 eV

natural (NBO) analysis output, partial charges in e:
1 N -0.802
2 C 0.702
3 N -0.809
4 N -0.734
5 H 0.441
6 H 0.418
7 H 0.438
8 H 0.448
9 H 0.411
10 H 0.430
11 H 0.518
12 H 0.502
13 O -0.984
14 H 0.506
15 H 0.469
16 O -0.953


Bottom line: version one, by a margin of 0.0210 hartree.


Version one
Molecular formula: C3H6N3
Method: DFT, the ωB97M-V functional and the def2-TZVPD basis

Structure (ORCA input):
```
! wB97M-V def2-TZVPD RIJCOSX def2/J DEFGRID3
* xyz 1 1
C 3.031 0.303 1.827
N 2.014 0.016 1.309
N 0.917 -0.521 0.906
N 0.394 -0.133 -0.163
C -0.770 -0.664 -0.596
C -1.690 0.504 -1.022
H 3.884 0.626 2.502
H -0.548 -1.256 -1.575
H -1.305 -1.383 0.141
H -2.541 0.329 -1.826
H -2.324 0.806 -0.066
H -1.062 1.372 -1.438
*
```

Results
HOMO level ... -15.20 eV
LUMO ... -0.2362 hartree
HOMO-LUMO gap ... 8.770 eV
SMILES ... C#[N+]/N=N/CC

natural (NBO) analysis output, partial charges in e:
1 C 0.392
2 N -0.052
3 N -0.023
4 N 0.021
5 C -0.329
6 C -0.630
7 H 0.338
8 H 0.304
9 H 0.232
10 H 0.266
11 H 0.237
12 H 0.245


Version two
Molecular formula: C3H6N3
Method: DFT, the ωB97M-V functional and the def2-TZVPD basis

Structure (ORCA input):
```
! wB97M-V def2-TZVPD RIJCOSX def2/J DEFGRID3
* xyz 1 1
C -0.322 -0.098 0.129
C 0.994 -0.525 -0.398
C 0.983 0.867 -1.070
N -1.636 -0.980 2.148
N -1.760 -1.016 0.985
N -0.330 1.041 -0.466
H 1.759 -0.707 0.355
H 0.943 -1.382 -1.068
H 1.724 1.573 -0.698
H 0.970 0.874 -2.159
H -2.322 -1.444 2.744
H -1.004 1.796 -0.502
*
```

Results
HOMO level ... -13.95 eV
LUMO ... -0.1618 hartree
HOMO-LUMO gap ... 9.552 eV

natural (NBO) analysis output, partial charges in e:
1 C 0.486
2 C -0.511
3 C -0.201
4 N -0.256
5 N 0.050
6 N -0.459
7 H 0.277
8 H 0.280
9 H 0.239
10 H 0.241
11 H 0.404
12 H 0.450


Bottom line: version two, by a margin of 0.0523 hartree.


Version one
Molecular formula: C3H6N3
Method: DFT, the ωB97M-V functional and the def2-TZVPD basis

Structure (ORCA input):
```
! wB97M-V def2-TZVPD RIJCOSX def2/J DEFGRID3
* xyz 1 1
C -1.026 -0.662 -1.118
N -0.313 -0.234 0.027
C 0.633 0.744 0.106
N 1.095 0.755 1.380
C 0.663 -0.279 2.006
N -0.358 -0.934 1.104
H -0.117 -0.739 -1.735
H -1.372 -1.643 -0.851
H -1.704 0.048 -1.609
H 0.810 1.663 -0.489
H 1.959 1.302 1.574
H 0.718 -0.584 3.081
*
```

Results
HOMO level ... -14.92 eV
LUMO ... -0.1516 hartree
HOMO-LUMO gap ... 10.796 eV
SMILES ... C[n+]1c[nH]cn1

natural (NBO) analysis output, partial charges in e:
1 C -0.424
2 N -0.070
3 C 0.151
4 N -0.460
5 C 0.176
6 N -0.160
7 H 0.236
8 H 0.267
9 H 0.263
10 H 0.264
11 H 0.477
12 H 0.281


Version two
Molecular formula: C3H6N3
Method: DFT, the ωB97M-V functional and the def2-TZVPD basis

Structure (ORCA input):
```
! wB97M-V def2-TZVPD RIJCOSX def2/J DEFGRID3
* xyz 1 1
C 0.169 0.101 -2.373
C 1.339 0.541 -0.651
C -0.761 -0.340 2.774
N 1.341 0.563 -1.984
N -0.539 -0.198 -1.287
N 0.201 0.079 -0.197
H -0.150 -0.005 -3.393
H 2.161 0.858 -0.043
H -0.212 -1.253 2.934
H -0.239 0.599 2.688
H -1.838 -0.361 2.735
H -1.472 -0.582 -1.201
*
```

Results
HOMO level (spin up / spin down) ... -14.13 / -14.13 eV
LUMO (spin up / spin down) ... -0.3223 / -0.3222 hartree
HOMO-LUMO gap (spin up / spin down) ... 5.357 / 5.360 eV

natural (NBO) analysis output, partial charges in e:
1 C 0.204
2 C 0.161
3 C 0.196
4 N -0.433
5 N -0.346
6 N -0.315
7 H 0.238
8 H 0.223
9 H 0.214
10 H 0.221
11 H 0.209
12 H 0.429


Bottom line: version one, by a margin of 0.0961 hartree.